Record 1
Below is a structure of composition C2H4O3Tl at a distorted geometry, with properties calculated with the ωB97M-V functional and the def2-TZVPD basis.

Geometry as XYZ:
```
10
Properties=species:S:1:pos:R:3:nbo_charge:R:1
Tl 1.3457 2.5827 -0.7747 1.05
C 0.2686 -2.2300 0.5980 -0.76
C -0.3347 -0.8848 0.8692 0.77
O 0.1412 0.1953 0.4122 -0.45
O -1.2777 -0.7407 1.6474 -0.24
H 0.7318 -2.3082 -0.3893 0.27
H -0.4615 -3.0287 0.7303 0.28
H 1.1154 -2.4823 1.2407 0.28
O -0.7997 4.0588 -1.8769 -0.65
H -0.7290 4.8380 -2.4569 0.46
```

Relative energy (zero: lowest compared OMol25 entry of this formula, charge and spin), eV: 6.855
LUMO level, Ha: -0.389
Total charge: +1

Record 2
Below is the molecule C2H3NP2 at a distorted geometry, with properties calculated with the ωB97M-V functional and the def2-TZVPD basis.

Geometry as XYZ:
```
8
Properties=species:S:1:pos:R:3:nbo_charge:R:1
C -2.2912 0.2310 0.5849 0.10
C -0.1649 -0.3783 -0.5286 -0.61
N -1.3458 0.0193 -0.1044 -0.19
P 1.1359 -0.9513 0.5004 0.36
P 2.4091 0.4005 -0.2920 -0.06
H -3.0576 0.7647 1.0278 0.24
H -0.0728 0.2157 -1.4586 0.22
H 3.3874 -0.3016 0.2705 -0.06
```

Relative energy (zero: lowest compared OMol25 entry of this formula, charge and spin), eV: 3.179
LUMO level, Ha: -0.020

Record 3
Below is a structure of composition C18H23HgN5O3 at a distorted geometry, with properties calculated with the ωB97M-V functional and the def2-TZVPD basis.

Geometry as XYZ:
```
50
Properties=species:S:1:pos:R:3:nbo_charge:R:1
C -3.6928 4.6697 -6.3660 -0.37
C -3.0784 4.8961 -7.5556 -0.02
H -4.5134 5.3221 -6.0661 0.20
H -3.4139 3.8399 -5.7380 0.16
C -1.9620 4.0857 -7.9868 -0.02
C -1.3932 3.1520 -7.1689 -0.39
H -1.6860 3.0232 -6.1290 0.18
H -0.5643 2.5596 -7.5593 0.20
C -3.5837 5.9964 -8.4645 -0.64
H -4.4497 6.4786 -8.0021 0.22
H -3.8913 5.6220 -9.4502 0.22
H -2.8225 6.7691 -8.6356 0.22
C -1.4269 4.3149 -9.3838 -0.64
H -1.1398 5.3614 -9.5563 0.22
H -2.1717 4.0613 -10.1510 0.22
H -0.5475 3.6885 -9.5531 0.22
Hg 0.5368 0.6079 -0.1117 0.90
O -1.2454 1.0641 -1.8994 -0.62
C -1.7312 0.4940 -2.8873 0.68
O -0.2604 -1.4682 -1.1873 -0.66
C -0.9092 -1.7443 -2.1982 0.92
O -0.9883 -3.0063 -2.6383 -0.45
N -1.6354 -0.9040 -3.0472 -0.48
C -1.8276 -3.0676 -3.8332 -0.09
C -2.2650 -1.6660 -4.1311 -0.24
H -2.6936 -3.7058 -3.6276 0.21
H -1.2365 -3.4746 -4.6618 0.21
H -3.3541 -1.5697 -4.1008 0.22
H -1.9046 -1.3324 -5.1074 0.22
C -2.4431 1.2169 -3.9370 -0.36
C -2.7582 2.5144 -3.7378 -0.21
H -2.6969 0.6700 -4.8527 0.22
H -2.3754 3.0261 -2.8524 0.23
H -3.4462 3.0265 -4.3998 0.21
N 1.6396 -1.5420 3.5760 -0.49
C 2.6764 -2.1780 2.9085 -0.07
C 2.6536 -1.7024 1.6226 -0.06
N 1.6250 -0.7947 1.4925 -0.52
C 1.0145 -0.7183 2.6833 0.30
C -0.1728 0.0854 2.8835 0.30
N -0.7555 0.7473 1.8753 -0.55
C -1.8486 1.4104 2.3926 -0.06
C -1.9461 1.1346 3.7335 -0.07
N -0.8757 0.2978 4.0348 -0.49
H 1.3933 -1.6258 4.5597 0.43
H 3.3127 -2.9044 3.3768 0.24
H 3.2851 -1.9406 0.7798 0.24
H -2.4550 2.0366 1.7550 0.24
H -2.6793 1.4468 4.4560 0.24
H -0.6144 -0.0717 4.9452 0.43
```

Relative energy (zero: lowest compared OMol25 entry of this formula, charge and spin), eV: 0.197
LUMO level (alpha / beta), Ha: -0.103 / -0.119
2S+1: 2
Total charge: +1

Record 4
Below is the molecule C6H7NO at a distorted geometry, with properties calculated with the ωB97M-V functional and the def2-TZVPD basis.

Geometry as XYZ:
```
15
Properties=species:S:1:pos:R:3:nbo_charge:R:1
C -0.8725 -0.7752 1.3748 -0.42
C -1.2573 -0.6209 0.1050 -0.16
C -0.5081 0.0651 -1.0300 -0.19
C -1.0537 0.1341 -2.3652 0.17
N -0.7933 0.3866 -3.4692 0.20
O -0.7762 0.6378 -4.6372 -0.40
C 1.0699 -0.1098 -1.0345 -0.37
C 0.4878 1.1795 -0.7239 -0.39
H -1.6597 -1.1793 2.1375 0.21
H 0.0992 -0.6696 1.7777 0.20
H -2.0866 -1.1549 -0.3206 0.22
H 1.5041 -0.2656 -2.0559 0.22
H 1.3476 -0.9255 -0.3313 0.23
H 0.5860 1.6320 0.2568 0.24
H 0.7436 1.7457 -1.6970 0.24
```

Relative energy (zero: lowest compared OMol25 entry of this formula, charge and spin), eV: 4.951
LUMO level, Ha: 0.023
SMILES: C=CC1(C#[N+][O-])CC1